Record 1
{"formula": "C11H16N2", "method": "ωB97M-V/def2-TZVPD", "total_energy_ev": -14645.1809, "orbital_gap_ev": 9.753, "lumo_energy_ev": 0.8972, "smiles": "CCN1CCC[C@@H]1c1cccnc1", "homo_ha": -0.325, "molar_mass_g_mol": 176.26, "spin_multiplicity": 1, "de_lowest_kcal_mol": 43.22, "species": ["C", "C", "C", "C", "C", "C", "C", "C", "C", "C", "C", "H", "H", "H", "H", "H", "H", "H", "H", "H", "H", "H", "H", "H", "H", "H", "H", "N", "N"], "positions_angstrom": [[0.92648, 2.76161, 0.05054], [1.88765, 1.51258, -0.08276], [2.32437, -0.73739, -0.54653], [1.57996, -2.07896, -0.50519], [0.65769, -1.80896, 0.66889], [0.24782, -0.35813, 0.54338], [-1.10985, -0.16991, 0.19992], [-2.10556, -0.08809, 1.15659], [-3.40987, -0.01693, 0.76035], [-3.63028, 0.07426, -0.64258], [-1.50243, -0.19932, -1.13250], [1.44493, 3.71357, 0.33969], [0.08840, 2.48239, 0.67069], [0.45427, 2.85168, -0.91868], [2.50427, 1.75792, -1.01851], [2.59466, 1.35808, 0.81461], [2.82185, -0.57715, -1.45169], [3.02016, -0.79549, 0.35797], [1.01071, -2.26534, -1.44275], [2.21598, -2.95827, -0.25468], [1.11533, -2.11748, 1.59673], [-0.26941, -2.42682, 0.72114], [0.40636, 0.10724, 1.50868], [-1.89911, -0.30102, 2.26679], [-4.38901, 0.15424, 1.31685], [-4.66501, 0.25433, -0.96294], [-0.77525, -0.20081, -1.97505], [1.18501, 0.22821, -0.42934], [-2.73014, -0.15600, -1.60962]], "lowdin_charge": [-0.08, -0.23, -0.19, -0.17, -0.15, -0.34, -0.22, -0.04, -0.07, -0.16, -0.10, 0.08, 0.05, 0.06, 0.13, 0.12, 0.09, 0.14, 0.12, 0.12, 0.11, 0.13, 0.15, 0.15, 0.12, 0.10, 0.13, -0.11, 0.07]}

Record 2
{"formula": "C11H16N2O5", "method": "ωB97M-V/def2-TZVPD", "total_energy_ev": -24885.2271, "orbital_gap_ev": 9.540, "lumo_energy_ev": 0.5214, "smiles": "CCc1cn([C@H]2C[C@H](O)[C@@H](CO)O2)c(=O)[nH]c1=O", "homo_ha": -0.331, "molar_mass_g_mol": 256.26, "spin_multiplicity": 1, "de_lowest_kcal_mol": 1.15, "species": ["C", "H", "H", "H", "C", "C", "C", "N", "C", "O", "N", "C", "O", "H", "C", "O", "C", "C", "O", "H", "H", "H", "H", "C", "O", "H", "C", "H", "H", "H", "H", "H", "H", "H"], "positions_angstrom": [[2.08882, 4.02588, 0.24464], [2.42826, 4.14770, -0.78027], [2.62754, 4.72921, 0.87398], [1.02638, 4.25539, 0.29249], [2.34933, 2.59290, 0.71209], [1.61816, 1.61396, -0.15653], [0.44091, 1.06275, 0.19312], [-0.25364, 0.19429, -0.60263], [0.15160, -0.07530, -1.89633], [-0.49951, -0.74304, -2.66425], [1.36716, 0.46853, -2.22727], [2.18419, 1.29914, -1.46207], [3.24175, 1.68883, -1.90129], [1.69464, 0.25936, -3.16457], [-1.54948, -0.37164, -0.17924], [-1.82704, -0.02337, 1.14136], [-1.81694, -1.16785, 1.98870], [-0.48849, -1.31499, 2.75694], [0.59152, -1.71537, 1.95755], [0.82168, -0.99907, 1.35356], [-0.27463, -0.36621, 3.26693], [-0.60534, -2.09617, 3.51166], [-2.61995, -1.01346, 2.71860], [-2.10645, -2.36832, 1.06823], [-3.48137, -2.61191, 0.91287], [-3.86090, -2.90028, 1.74970], [-1.54352, -1.90660, -0.27626], [-2.16878, -2.25503, -1.09282], [-0.53109, -2.28038, -0.41445], [-1.59083, -3.26605, 1.43207], [-2.31640, 0.07287, -0.82790], [-0.03772, 1.28487, 1.13708], [2.03224, 2.47906, 1.74980], [3.41876, 2.38840, 0.64058]], "lowdin_charge": [-0.09, 0.07, 0.07, 0.07, -0.20, -0.15, 0.01, 0.06, -0.47, 0.10, 0.22, -0.42, 0.09, 0.17, -0.25, -0.03, -0.23, -0.19, -0.03, 0.07, 0.13, 0.13, 0.16, -0.31, 0.00, 0.10, -0.03, 0.13, 0.13, 0.16, 0.17, 0.14, 0.11, 0.12]}

Record 3
{"formula": "C11H16N2O5Sr", "method": "ωB97M-V/def2-TZVPD", "total_energy_ev": -25703.2990, "orbital_gap_ev": 7.414, "lumo_energy_ev": -7.9260, "homo_ha": -0.564, "molar_mass_g_mol": 343.88, "spin_multiplicity": 1, "total_charge": 2, "species": ["Sr", "C", "O", "C", "O", "C", "O", "C", "O", "C", "H", "H", "C", "H", "H", "C", "N", "C", "C", "O", "N", "C", "C", "H", "H", "H", "H", "H", "H", "H", "H", "H", "H", "H", "H"], "positions_angstrom": [[-0.00589, -0.73582, -0.50655], [0.02582, 0.50534, 2.07436], [0.04189, 0.78330, 3.21686], [-0.00450, 2.10731, -0.41344], [-0.00557, 3.25351, -0.52885], [-2.24394, 0.04149, 0.01020], [-3.38591, 0.01344, 0.04568], [2.24487, 0.04156, -0.04944], [3.38465, 0.01481, -0.04469], [-0.00648, -1.66137, -4.91639], [0.93030, -2.22015, -4.86993], [-0.94222, -2.21923, -4.84646], [-0.00979, -0.31619, -5.23752], [-0.94783, 0.20986, -5.42571], [0.92385, 0.20886, -5.44917], [2.50288, -2.45738, 2.03326], [1.27493, -2.46401, 2.84774], [1.54220, -2.42781, 4.29109], [0.04440, -2.47110, 2.23276], [0.01206, -2.36507, 0.98306], [-1.15441, -2.52238, 2.90288], [-1.35323, -2.53174, 4.35751], [-2.41872, -2.54807, 2.14547], [3.12454, -3.32466, 2.29928], [3.09179, -1.55226, 2.23025], [2.29586, -2.51420, 0.95902], [1.13009, -1.51784, 4.73954], [1.15982, -3.33016, 4.77178], [2.62754, -2.40079, 4.46778], [-0.95981, -1.61517, 4.80848], [-2.42877, -2.55654, 4.58552], [-0.90910, -3.42660, 4.79872], [-2.25964, -2.56524, 1.06197], [-2.99234, -3.44601, 2.41587], [-3.03027, -1.67038, 2.39200]], "lowdin_charge": [1.35, 0.03, 0.13, -0.01, 0.16, -0.08, 0.19, -0.08, 0.19, -0.08, 0.05, 0.04, -0.06, 0.05, 0.05, -0.03, -0.10, -0.02, -0.48, -0.30, -0.10, -0.02, -0.03, 0.12, 0.09, 0.07, 0.09, 0.10, 0.11, 0.09, 0.11, 0.10, 0.07, 0.12, 0.10]}

Record 4
{"formula": "C11H16N3O", "method": "ωB97M-V/def2-TZVPD", "total_energy_ev": -18174.4915, "orbital_gap_ev": 8.215, "lumo_energy_ev": -3.2234, "smiles": "C=C1N2C=CC=CC2=N[C@H](O)[C@@H](C)[N@@H+]1C", "homo_ha": -0.420, "molar_mass_g_mol": 206.27, "spin_multiplicity": 1, "total_charge": 1, "de_lowest_kcal_mol": 80.34, "species": ["C", "C", "C", "C", "C", "C", "C", "C", "C", "C", "C", "N", "N", "N", "O", "H", "H", "H", "H", "H", "H", "H", "H", "H", "H", "H", "H", "H", "H", "H", "H"], "positions_angstrom": [[-3.69577, 0.52675, 0.64436], [-3.62696, -0.76951, 0.17524], [-2.66546, 1.38174, 0.65056], [-2.47487, -1.14818, -0.44713], [-1.37584, 0.93438, 0.21836], [-0.05200, -1.02018, -0.40616], [0.30923, -1.81597, -1.44031], [1.79960, 0.46041, -0.17580], [0.76524, 1.57835, -0.68096], [2.75829, 1.21891, 0.72648], [1.85254, -1.63688, 1.17284], [-1.36982, -0.40092, -0.25823], [-0.36856, 1.66886, 0.09666], [0.95367, -0.59257, 0.57960], [0.48378, 1.37243, -1.96933], [-4.70000, 0.83944, 1.01133], [-4.42790, -1.58037, 0.21126], [-2.67431, 2.43312, 0.94352], [-2.28708, -2.05719, -0.99544], [1.35898, -2.34348, -1.44663], [-0.34828, -2.06094, -2.22699], [2.34152, 0.05703, -0.99429], [1.36123, 2.47424, -0.57807], [3.40116, 0.59284, 1.19817], [2.45847, 2.01950, 1.36334], [3.40662, 1.69383, -0.00283], [2.27655, -2.25222, 0.37545], [2.56738, -1.16662, 1.68298], [1.24856, -2.45935, 1.78923], [0.33206, -0.11283, 1.25880], [0.39197, 2.16539, -2.47602]], "lowdin_charge": [-0.08, -0.06, 0.02, -0.05, -0.30, -0.22, 0.15, -0.17, -0.44, -0.02, 0.05, 0.06, 0.14, -0.02, 0.06, 0.14, 0.15, 0.13, 0.13, 0.13, 0.07, 0.15, 0.14, 0.04, 0.10, 0.11, 0.09, 0.04, 0.17, 0.19, 0.12]}

Record 5
{"formula": "C11H16N4", "method": "ωB97M-V/def2-TZVPD", "total_energy_ev": -17604.7268, "orbital_gap_ev": [6.793, 6.882], "lumo_energy_ev": [-7.1025, -11.0614], "homo_ha": [-0.511, -0.659], "molar_mass_g_mol": 204.28, "spin_multiplicity": 3, "total_charge": 2, "s2": 2.007, "de_lowest_kcal_mol": 39.10, "species": ["C", "C", "C", "C", "C", "C", "C", "C", "C", "C", "C", "N", "N", "N", "N", "H", "H", "H", "H", "H", "H", "H", "H", "H", "H", "H", "H", "H", "H", "H", "H"], "positions_angstrom": [[1.34699, 0.44041, 3.16311], [1.64523, 1.38277, 2.20899], [0.40153, -0.87217, 1.47226], [0.59071, -1.30287, -2.69869], [0.67436, -0.67530, 2.79519], [1.53007, 1.05192, 0.86190], [-0.67429, 0.08867, -1.57791], [0.35167, -1.71895, 3.74524], [2.08844, 1.72339, -0.26352], [-1.74004, 0.98837, -1.20269], [-1.45831, -0.28447, -3.87124], [1.18170, -1.13653, -1.61390], [-0.57208, -0.57871, -2.74506], [0.82466, 0.02189, 0.53622], [0.43202, -0.27086, -0.85391], [1.61659, 0.46644, 4.18475], [1.92831, 2.38196, 2.55255], [-0.13313, -1.73390, 1.06688], [1.01355, -1.93431, -3.49215], [0.82176, -2.71538, 3.61488], [0.59336, -1.30057, 4.68086], [-0.76809, -1.98664, 3.72190], [2.65202, 2.70301, 0.11832], [2.73979, 1.07211, -0.75900], [1.20336, 1.95183, -0.96561], [-1.37072, 1.95808, -1.49363], [-2.67171, 0.87310, -1.66504], [-1.93882, 0.98120, -0.05250], [-2.48570, -0.63710, -3.53173], [-1.58601, 0.85030, -4.00790], [-1.13853, -0.72136, -4.82132]], "mulliken_spin": [0.31, 0.19, 0.66, 0.00, 0.20, 0.40, 0.00, 0.00, 0.01, 0.00, 0.00, 0.01, 0.00, 0.07, -0.01, 0.02, 0.00, 0.00, 0.00, 0.04, 0.00, 0.03, -0.01, 0.03, 0.05, 0.00, 0.00, 0.00, 0.00, 0.00, 0.00]}

Record 6
{"formula": "C11H16N4O5", "method": "ωB97M-V/def2-TZVPD", "total_energy_ev": -27863.2769, "orbital_gap_ev": 8.845, "lumo_energy_ev": 0.5136, "smiles": "N[C@@H](Cc1c[nH]cn1)C(=O)N[C@@H](CCC(=O)O)C(=O)O", "homo_ha": -0.306, "molar_mass_g_mol": 284.27, "spin_multiplicity": 1, "de_lowest_kcal_mol": 73.99, "species": ["C", "C", "C", "C", "C", "C", "C", "C", "C", "C", "C", "H", "H", "H", "H", "H", "H", "H", "H", "H", "H", "H", "H", "H", "H", "H", "H", "N", "N", "N", "N", "O", "O", "O", "O", "O"], "positions_angstrom": [[0.59049, 1.60407, -1.47448], [-0.13248, 1.63894, -0.15422], [1.90990, 0.68583, -1.42480], [1.77617, -0.36196, -2.29249], [2.53870, -0.71992, -3.41350], [0.73098, -1.95170, -3.31254], [-0.46915, 0.14287, 1.66702], [0.85343, 0.40994, 2.29588], [-1.02737, -1.28893, 1.80868], [-2.59765, -1.27061, 1.84489], [-3.16339, -0.33740, 3.04114], [1.11730, 3.04684, -2.89393], [0.29026, 3.46036, -1.58936], [-0.16526, 1.18185, -2.12906], [2.10471, 0.29509, -0.39935], [2.82500, 1.37255, -1.79133], [3.48367, -0.16166, -3.63820], [0.15494, -2.74411, -3.72549], [2.18550, -2.32805, -4.80907], [-0.38155, -0.29326, -0.49299], [-1.11384, 0.98267, 2.11701], [-0.73479, -1.59858, 2.85109], [-0.65441, -1.89610, 0.94857], [-3.04738, -0.80653, 0.97912], [-3.12314, -2.25180, 2.07254], [-4.00198, -0.75297, 4.74653], [1.67695, 0.23914, 3.95470], [0.96315, 2.92116, -1.93509], [0.54829, -1.17576, -2.23028], [1.91123, -1.71877, -3.98407], [-0.36795, 0.44192, 0.23432], [-0.51304, 2.65407, 0.46250], [1.93741, 0.52822, 1.75868], [-2.71147, 0.71304, 3.45733], [-4.15712, -0.91995, 3.81689], [0.76388, 0.25951, 3.63336]], "lowdin_charge": [-0.26, -0.49, -0.12, -0.32, -0.10, -0.18, -0.22, -0.45, -0.09, -0.06, -0.42, 0.06, 0.01, 0.14, 0.11, 0.17, 0.14, 0.10, 0.19, 0.13, 0.17, 0.14, 0.13, 0.11, 0.13, 0.11, 0.13, 0.08, 0.12, 0.01, 0.10, 0.07, 0.11, 0.09, 0.05, 0.12]}